[1]
The following is a DFT calculation (ωB97M-V with the def2-TZVPD basis set) of C15H35MnN4O5 as an isolated structure.

Lowest unoccupied orbital energy (alpha / beta): -0.2123 / -0.2141 Ha
E_HOMO (alpha / beta): -11.1 / -11.1 eV
Charge: +1
2S+1: 6
Expectation value of S²: 8.76

Each line ends with the Löwdin spin population.
Cartesian coordinates (Å):
1 Mn -3.65544 1.57986 -2.01057  4.739
2 C 0.34533 2.83231 -2.87750  0.004
3 C -0.32919 2.03494 -1.77736  0.019
4 C 0.07320 2.27145 -0.31971  0.003
5 O -1.70811 2.07842 -1.84429  0.160
6 H 1.41067 2.65138 -3.01079  0.001
7 H 0.18426 3.88784 -2.64242  0.000
8 H -0.15968 2.58994 -3.81269  0.000
9 H 0.07557 1.01570 -1.91949  0.004
10 H 1.12040 2.05165 -0.11183  0.000
11 H -0.59701 1.77640 0.38371  0.000
12 H -0.02864 3.32500 -0.03247  0.000
13 C -0.53053 -1.36652 -0.17615  0.000
14 O -0.11307 -1.82984 0.87156  0.000
15 N -0.75924 -2.06098 -1.30133  0.001
16 C -1.40790 -1.52830 -2.48588  0.002
17 C -0.51512 -3.48946 -1.29860  0.000
18 H -0.73925 -0.30363 -0.38873  0.000
19 H -2.18486 -2.21705 -2.82587  0.000
20 H -0.72147 -1.37637 -3.31741  0.000
21 H -1.96912 -0.63406 -2.22066  0.002
22 H -1.28124 -4.17236 -0.92716  0.000
23 H -0.28883 -3.95591 -2.26277  0.000
24 H 0.43852 -3.64296 -0.79234  0.000
25 C -0.46518 0.55127 3.46066  0.000
26 O -1.37113 1.13295 4.03539  0.000
27 N 0.70756 1.06974 3.03430  0.000
28 C 1.19373 2.42666 3.25960  0.000
29 C 1.62100 0.19179 2.29212  0.000
30 H -0.40659 -0.52685 3.24827  0.000
31 H 0.43668 3.02888 3.76055  0.000
32 H 1.07774 2.95724 2.30169  0.000
33 H 2.24383 2.54057 3.50830  0.000
34 H 2.56343 0.10449 2.83618  0.000
35 H 1.23204 -0.79961 2.07435  0.000
36 H 1.84349 0.75634 1.38551  0.000
37 C -3.44591 0.07873 0.92949  0.007
38 O -3.52018 0.37197 -0.28151  0.048
39 N -3.84575 -1.11658 1.36590  0.006
40 C -3.46895 -1.58082 2.73708  0.001
41 C -4.65163 -1.97974 0.52014  0.000
42 H -2.95090 0.69725 1.68796  0.001
43 H -2.40870 -1.82621 2.61987  0.000
44 H -3.99354 -2.49262 2.99631  0.000
45 H -3.40661 -0.81873 3.51243  0.000
46 H -5.71244 -1.87819 0.76091  0.000
47 H -4.53364 -1.78987 -0.54204  0.000
48 H -4.44110 -3.03726 0.67765  0.000
49 C 5.33231 -0.70072 -0.80390  0.000
50 O 6.35218 -0.13516 -0.46650  0.000
51 N 4.23299 -0.07308 -1.27695  0.000
52 C 3.00843 -0.78475 -1.57762  0.000
53 C 4.26452 1.37460 -1.30289  0.000
54 H 5.15410 -1.78768 -0.73367  0.000
55 H 2.52641 -0.39859 -2.47863  0.000
56 H 2.38596 -0.54896 -0.70758  0.000
57 H 3.07379 -1.85481 -1.76007  0.000
58 H 5.25617 1.79474 -1.42846  0.000
59 H 3.68673 1.77844 -2.13930  0.000
60 H 3.76990 1.75709 -0.40477  0.000

***

[2]
The following is a DFT calculation (ωB97M-V with the def2-TZVPD basis set) of an isolated ion of composition C15H36BNO2P and charge +1.

Lowest unoccupied orbital energy: -0.1108 Ha
E_HOMO: -13.1 eV
Charge: +1

Each line ends with the natural charge from an NBO analysis.
Cartesian coordinates (Å):
1 C -2.67465 -1.86321 -4.40859  -0.610
2 C -1.76689 -1.61146 -5.60749  -0.393
3 C -0.28340 -1.80053 -5.29280  -0.397
4 C 0.27534 -0.77228 -4.29161  -0.402
5 C 1.09138 -1.42706 -3.17827  -0.399
6 C 1.85911 -0.39787 -2.32417  -0.758
7 P 0.94744 0.12842 -0.87957  1.379
8 O 0.67147 -1.11779 0.04389  -0.797
9 C 0.92812 -1.18346 1.48021  -0.052
10 C -0.09040 -0.42744 2.35983  -0.274
11 C -1.17310 0.27680 1.53058  -0.614
12 C -0.71656 -1.35942 3.42392  -0.382
13 C -0.65695 -0.82477 4.86297  -0.220
14 C 0.77505 -0.47321 5.28552  -0.616
15 C -1.61464 0.34612 5.11751  -0.612
16 B 1.78886 1.64111 0.10505  0.799
17 O 2.92375 1.20962 0.73448  -0.898
18 N 1.27960 2.94370 0.11225  -0.681
19 C 0.36074 3.37933 -0.94411  -0.400
20 C 1.09652 3.57339 1.43968  -0.409
21 H -3.72536 -1.78575 -4.68773  0.224
22 H -2.51171 -1.13682 -3.60784  0.185
23 H -2.50672 -2.86016 -3.99505  0.204
24 H -2.04413 -2.29132 -6.41546  0.215
25 H -1.92565 -0.59815 -5.98955  0.198
26 H 0.28390 -1.72437 -6.22242  0.218
27 H -0.12157 -2.81683 -4.91994  0.199
28 H 0.91512 -0.05891 -4.81782  0.205
29 H -0.55249 -0.20009 -3.85976  0.192
30 H 1.81616 -2.11019 -3.62255  0.232
31 H 0.43086 -2.02931 -2.54792  0.214
32 H 2.00208 0.53031 -2.89347  0.256
33 H 2.85033 -0.73209 -2.01313  0.275
34 H -0.30257 0.51006 -1.37812  -0.020
35 H 0.91742 -2.24987 1.68821  0.216
36 H 1.94683 -0.84008 1.64995  0.199
37 H 0.46885 0.34728 2.89337  0.204
38 H -2.00714 0.56416 2.16635  0.240
39 H -1.56276 -0.37379 0.74647  0.219
40 H -0.81072 1.19708 1.05765  0.190
41 H -1.76059 -1.54153 3.15074  0.215
42 H -0.22740 -2.33615 3.41384  0.208
43 H -0.98365 -1.65061 5.49967  0.213
44 H 1.02063 0.56998 5.07009  0.195
45 H 1.51489 -1.11736 4.80255  0.201
46 H 0.89678 -0.60240 6.36118  0.231
47 H -1.24550 0.97430 5.93002  0.218
48 H -2.60564 0.00126 5.41244  0.224
49 H -1.72321 0.99180 4.24419  0.190
50 H 3.05105 1.37531 1.66955  0.521
51 H -0.10812 2.54184 -1.46338  0.187
52 H -0.43390 4.00280 -0.53932  0.215
53 H 0.89658 3.96362 -1.69304  0.217
54 H 1.99163 4.11086 1.75619  0.219
55 H 0.28891 4.29783 1.37864  0.224
56 H 0.84600 2.83731 2.20611  0.192

***

[3]
The following is a DFT calculation (ωB97M-V with the def2-TZVPD basis set) of a 5-piece molecular cluster, C15H36FNO10 overall.

Lowest unoccupied orbital energy: 0.0193 Ha
E_HOMO: -7.1 eV
Charge: 0

Each line ends with the natural charge from an NBO analysis.
Cartesian coordinates (Å):
1 N 0.17481 -0.02827 -0.67641  -0.892
2 H 0.70281 -0.90527 -0.65141  0.435
3 H 0.66181 0.76273 -1.21541  0.480
4 H 0.01681 0.28373 0.40359  0.463
5 H -0.76919 -0.10027 -0.98341  0.444
6 O -0.57019 2.61273 -0.18541  -1.341
7 H 0.34281 2.73173 -0.25941  0.392
8 C -2.60819 3.79873 2.24259  -0.141
9 C -1.98719 2.48073 2.82159  0.420
10 O -3.12519 1.70173 3.12559  -0.510
11 C -4.27619 2.37773 2.85659  0.979
12 O -5.39819 1.98473 3.03359  -0.586
13 O -3.96619 3.52473 2.33159  -0.484
14 F -1.18219 2.67573 3.91859  -0.355
15 H -2.38719 4.23673 1.12859  0.269
16 H -2.28119 4.60973 2.94059  0.198
17 H -1.27719 1.96173 2.17059  0.203
18 C 2.16881 0.88473 1.98159  -0.261
19 O 2.56781 0.51673 0.72959  -0.550
20 C 3.45181 1.27573 0.07059  -0.068
21 C 3.80781 0.71573 -1.32841  -0.019
22 O 2.75881 0.43473 -1.89941  -0.535
23 C 2.84181 -0.00127 -3.28341  -0.061
24 C 1.53381 0.23773 -3.94741  -0.083
25 O 0.46481 -0.48127 -3.22841  -0.581
26 C -0.86619 -0.14627 -3.77641  -0.263
27 H 1.38581 0.36473 2.43959  0.197
28 H 1.87581 1.97073 2.24159  0.182
29 H 3.04581 0.95373 2.51659  0.169
30 H 4.35581 1.52873 0.52259  0.168
31 H 2.86781 2.10873 -0.24541  0.165
32 H 4.40081 -0.21027 -1.04341  0.106
33 H 4.51881 1.29873 -1.92041  0.158
34 H 3.11181 -0.90627 -3.32541  0.171
35 H 3.55781 0.59273 -3.83641  0.181
36 H 1.68881 0.03573 -5.02841  0.177
37 H 1.23581 1.22073 -4.00441  0.185
38 H -0.72119 -0.28027 -4.78041  0.176
39 H -1.01419 1.02573 -3.38441  0.203
40 H -1.57519 -0.89927 -3.40341  0.207
41 C -3.71319 0.51973 -0.29841  -0.290
42 O -2.93519 -0.63927 -0.02241  -0.585
43 C -2.90119 -1.02327 1.37959  -0.077
44 C -2.24719 -2.40527 1.45459  -0.055
45 O -1.04819 -2.36627 1.17159  -0.529
46 C -0.32619 -3.71227 1.29159  -0.084
47 C 1.12981 -3.58027 0.95859  -0.081
48 O 1.38181 -3.17927 -0.39841  -0.537
49 C 2.71581 -2.75127 -0.52141  -0.238
50 H -4.08819 0.20473 -1.17141  0.186
51 H -2.89319 1.33273 -0.41041  0.208
52 H -4.37619 1.05173 0.37359  0.192
53 H -3.94419 -0.99927 1.84659  0.186
54 H -2.38319 -0.10627 1.79359  0.182
55 H -2.88419 -3.08027 0.88559  0.141
56 H -2.35519 -2.67727 2.38259  0.141
57 H -0.77419 -4.32727 0.60859  0.185
58 H -0.52919 -4.07527 2.25359  0.191
59 H 1.73881 -4.39927 1.15059  0.190
60 H 1.62381 -2.84727 1.80959  0.163
61 H 3.43181 -3.60427 -0.30441  0.158
62 H 2.96681 -1.88427 0.07359  0.184
63 H 2.87581 -2.40127 -1.37541  0.170

***

[4]
The following is a DFT calculation (ωB97M-V with the def2-TZVPD basis set) of a 5-piece molecular cluster, C15H36O11P2 overall.

Lowest unoccupied orbital energy: 0.0216 Ha
E_HOMO: -9.0 eV
Charge: 0

Each line ends with the natural charge from an NBO analysis.
Cartesian coordinates (Å):
1 C -1.83730 0.79523 -0.75083  -0.243
2 O -1.26630 0.34623 0.40917  -0.818
3 P 0.17370 0.57623 0.91817  2.598
4 O 0.96470 1.37423 -0.02783  -1.143
5 O 0.14270 1.43923 2.31917  -0.839
6 C 0.57270 2.79423 2.30717  -0.239
7 O 0.83270 -0.85177 1.40017  -0.847
8 C 2.04870 -0.94577 2.33517  -0.245
9 H -1.39130 0.65223 -1.88783  0.220
10 H -1.96630 1.84923 -0.48383  0.178
11 H -3.01130 0.49223 -0.86283  0.185
12 H 1.56470 2.82623 2.11417  0.180
13 H 0.57470 3.16923 3.33017  0.189
14 H 0.09370 3.42123 1.48317  0.193
15 H 1.70370 -0.47377 3.21117  0.220
16 H 2.90670 -0.64577 1.74917  0.207
17 H 1.92770 -2.09477 2.62117  0.205
18 C 0.93470 -3.99077 -0.33583  -0.259
19 O 1.08270 -3.83577 -1.71683  -0.807
20 P 0.86270 -2.39177 -2.47283  2.575
21 O 0.13670 -1.53777 -1.46083  -1.166
22 O 2.27870 -1.79877 -2.85483  -0.816
23 C 3.20870 -1.41577 -1.76283  -0.252
24 O -0.09330 -2.29677 -3.79483  -0.787
25 C -0.23530 -1.10177 -4.46383  -0.204
26 H 1.51170 -4.78477 0.17817  0.192
27 H -0.15530 -4.07777 -0.11983  0.202
28 H 1.20570 -3.14277 0.28117  0.200
29 H 2.87770 -0.66977 -1.12083  0.223
30 H 4.04770 -0.73877 -2.30183  0.188
31 H 3.83570 -2.06077 -1.33883  0.189
32 H -0.91830 -1.18477 -5.09283  0.162
33 H 0.83470 -0.75377 -4.93283  0.180
34 H -0.61330 -0.29177 -3.72883  0.183
35 C 1.28770 6.84423 0.13417  -0.711
36 C 2.49870 7.50623 0.62817  0.583
37 C 3.62470 6.68323 1.34417  -0.717
38 O 2.65570 8.58623 0.17817  -0.539
39 H 1.41070 6.64223 -0.90683  0.247
40 H 0.43770 7.48223 0.31717  0.246
41 H 1.44770 5.92223 0.79317  0.196
42 H 2.87470 6.41423 1.91017  0.207
43 H 4.40170 7.31923 1.84517  0.238
44 H 4.08970 6.06023 0.44917  0.249
45 C -4.01130 -5.03977 -3.99183  -0.706
46 C -3.64230 -4.08977 -2.90783  0.582
47 C -3.74830 -2.60677 -3.19983  -0.726
48 O -3.14430 -4.49777 -1.89083  -0.536
49 H -5.06930 -4.76377 -4.44183  0.225
50 H -3.82030 -6.02477 -3.90083  0.230
51 H -3.44530 -4.77177 -4.95283  0.229
52 H -4.66530 -2.19777 -3.45283  0.225
53 H -2.92830 -2.38377 -3.90983  0.233
54 H -3.49130 -2.11077 -2.21783  0.242
55 C -1.07530 -2.19377 4.01317  -0.721
56 C -0.63130 -0.98677 4.79317  0.592
57 C -1.48730 0.30823 4.80817  -0.718
58 O 0.42470 -1.13077 5.42617  -0.572
59 H -2.22230 -2.31977 4.25517  0.219
60 H -0.57830 -3.14377 4.21017  0.239
61 H -1.00730 -1.98877 2.97317  0.245
62 H -1.70930 0.38123 3.79517  0.233
63 H -0.88230 1.14723 5.32517  0.240
64 H -2.43030 0.30323 5.42817  0.238

***

Q: Which formula does entry 1 have?
A: C15H35MnN4O5

***

Q: charge of number 1 (C15H35MnN4O5)?
A: +1

***

Q: What is the formula in the first record?
A: C15H35MnN4O5